{
  "formula": "C27H32AuN5O2S3",
  "method": "the ωB97M-V functional and the def2-TZVPD basis",
  "energy_ha": -2802.34523,
  "lumo_ev": [-2.06, -2.06],
  "multiplicity": 1,
  "homo_ev": [-8.396, -8.397],
  "de_lowest_kcal_mol": 0.0,
  "elements": ["Au", "S", "S", "S", "O", "O", "N", "N", "N", "N", "N", "C", "C", "C", "C", "C", "C", "C", "C", "C", "C", "C", "C", "C", "C", "C", "C", "C", "C", "C", "C", "C", "C", "C", "C", "C", "C", "C", "H", "H", "H", "H", "H", "H", "H", "H", "H", "H", "H", "H", "H", "H", "H", "H", "H", "H", "H", "H", "H", "H", "H", "H", "H", "H", "H", "H", "H", "H", "H", "H"],
  "xyz": [[-19.971, 0.275, -0.480], [-17.591, 0.487, 1.351], [-20.664, 1.722, 1.105], [-18.238, -4.142, 3.416], [-19.559, -3.436, 3.596], [-19.670, -0.481, -2.435], [-19.359, 4.075, 0.944], [-20.587, 0.045, -3.206], [-18.139, -1.429, -5.166], [-16.880, 2.851, 0.323], [-21.539, 0.777, -6.457], [-21.997, 6.393, -0.435], [-12.835, 2.256, 1.869], [-20.649, 4.811, 0.896], [-19.099, -0.843, -4.782], [-14.680, 1.687, 0.376], [-13.987, 2.618, 1.233], [-14.164, 0.404, 0.284], [-13.066, -0.010, 1.063], [-17.259, -3.774, 4.966], [-19.060, -6.528, 2.242], [-17.109, 4.200, -0.130], [-20.575, -6.529, 2.182], [-22.799, 6.723, -1.542], [-20.949, 0.383, -5.524], [-18.151, 4.875, 0.802], [-19.240, 2.726, 1.010], [-15.874, 2.141, -0.461], [-17.906, 2.083, 0.843], [-21.636, 4.979, -2.791], [-20.120, 0.031, -4.471], [-15.334, -3.134, 3.304], [-12.322, 0.945, 1.737], [-22.617, 5.983, -2.679], [-21.165, 5.307, -0.444], [-15.728, -3.843, 4.622], [-18.514, -5.974, 3.551], [-20.830, 4.714, -1.682], [-16.151, 4.834, -0.056], [-19.114, -6.112, 4.451], [-19.966, 3.980, -1.753], [-18.391, 5.836, 0.434], [-15.731, -3.588, 2.370], [-23.476, 7.602, -1.491], [-18.705, -5.820, 1.448], [-16.310, 1.207, -0.891], [-21.424, 4.479, -3.715], [-18.572, -7.520, 1.987], [-15.803, -2.130, 3.400], [-17.530, -2.731, 5.249], [-17.760, 5.056, 1.809], [-23.267, 6.104, -3.520], [-21.351, 4.103, 1.343], [-20.885, -5.471, 2.271], [-20.945, -7.048, 1.283], [-15.486, 2.798, -1.250], [-17.524, 4.266, -1.171], [-20.625, 5.688, 1.552], [-14.263, -2.936, 3.188], [-14.494, 3.607, 1.417], [-11.334, 0.715, 2.152], [-17.497, -6.302, 3.659], [-12.791, -1.050, 1.028], [-20.963, -7.149, 3.029], [-12.315, 2.988, 2.500], [-17.454, -4.538, 5.749], [-22.066, 6.884, 0.517], [-15.344, -4.875, 4.652], [-15.151, -3.249, 5.398], [-14.774, -0.342, -0.302]]
}

***

{
  "formula": "C27H32AuN5S3SeSi",
  "method": "the ωB97M-V functional and the def2-TZVPD basis",
  "energy_ha": -5342.53055,
  "lumo_ev": [-7.28, -7.28],
  "multiplicity": 1,
  "charge": 2,
  "homo_ev": [-12.993, -12.994],
  "de_lowest_kcal_mol": 8.7,
  "elements": ["Au", "Se", "S", "S", "S", "Si", "N", "N", "N", "N", "N", "C", "C", "C", "C", "C", "C", "C", "C", "C", "C", "C", "C", "C", "C", "C", "C", "C", "C", "C", "C", "C", "C", "C", "C", "C", "C", "C", "H", "H", "H", "H", "H", "H", "H", "H", "H", "H", "H", "H", "H", "H", "H", "H", "H", "H", "H", "H", "H", "H", "H", "H", "H", "H", "H", "H", "H", "H", "H", "H"],
  "xyz": [[0.079, -0.138, -0.230], [-3.900, -4.017, 5.067], [0.347, 0.555, -2.466], [-3.390, 0.655, -2.543], [-1.538, 2.471, -0.282], [2.801, -1.409, -0.621], [-4.074, -3.862, 3.301], [-1.708, -1.388, -0.114], [0.007, -0.507, 1.788], [2.073, 0.240, -0.300], [-2.496, -2.924, 5.115], [-0.872, 0.223, -3.783], [-1.165, -1.647, 3.527], [4.532, 2.611, 1.120], [0.405, 2.367, -2.351], [-0.748, 3.186, -1.751], [-1.923, -1.801, 1.157], [3.726, 3.648, 1.567], [2.215, -1.965, -2.306], [-2.444, -1.905, -1.084], [-3.478, -2.807, -0.842], [-0.262, -1.131, 4.461], [-3.751, -3.186, 0.453], [2.360, 3.524, 1.429], [2.224, -2.621, 0.690], [4.666, -1.414, -0.616], [0.749, -0.301, 4.029], [-3.130, -3.054, 2.881], [-2.200, 0.960, -3.875], [0.863, -0.013, 2.672], [-2.951, -2.686, 1.485], [1.816, 2.399, 0.819], [3.993, 1.470, 0.550], [-3.841, 2.309, -1.974], [-2.257, -2.536, 3.886], [-3.312, 2.678, -0.595], [2.614, 1.350, 0.349], [-1.010, -1.305, 2.184], [-4.053, -3.191, -1.672], [-0.320, 4.153, -1.480], [-0.371, -1.392, 5.505], [2.423, -1.234, -3.081], [-0.991, -0.863, -3.800], [5.605, 2.683, 1.223], [-2.210, -1.587, -2.083], [-4.931, 2.357, -1.941], [1.463, 0.124, 4.718], [-3.596, 3.708, -0.373], [4.660, 0.696, 0.215], [0.744, 2.305, 0.772], [0.598, 2.702, -3.373], [1.153, -2.816, 0.702], [4.934, -2.429, -0.923], [4.159, 4.523, 2.029], [-3.543, 3.033, -2.733], [-0.288, 0.468, -4.675], [5.118, -0.736, -1.337], [1.647, 0.626, 2.293], [-4.552, -3.874, 0.685], [-2.028, 2.031, -3.971], [-1.510, 3.388, -2.497], [-3.770, 2.050, 0.171], [2.704, -3.580, 0.491], [1.324, 2.545, -1.790], [2.761, -2.874, -2.561], [5.112, -1.255, 0.362], [-2.654, 0.646, -4.818], [2.535, -2.311, 1.686], [1.156, -2.221, -2.342], [1.702, 4.297, 1.802]]
}

***

{
  "formula": "C27H32BClF11O21",
  "method": "the ωB97M-V functional and the def2-TZVPD basis",
  "energy_ha": -4211.71607,
  "lumo_ev": 1.46,
  "multiplicity": 1,
  "charge": -1,
  "homo_ev": -5.179,
  "elements": ["Cl", "F", "F", "F", "F", "F", "F", "F", "F", "F", "F", "F", "O", "O", "O", "O", "O", "O", "O", "O", "O", "O", "O", "O", "O", "O", "O", "O", "O", "O", "O", "O", "O", "C", "C", "C", "C", "C", "C", "C", "C", "C", "C", "C", "C", "C", "C", "C", "C", "C", "C", "C", "C", "C", "C", "C", "C", "C", "C", "C", "B", "H", "H", "H", "H", "H", "H", "H", "H", "H", "H", "H", "H", "H", "H", "H", "H", "H", "H", "H", "H", "H", "H", "H", "H", "H", "H", "H", "H", "H", "H", "H", "H"],
  "xyz": [[-2.630, 1.609, 1.526], [7.519, -2.268, -3.765], [-11.641, -0.286, 3.745], [-2.002, -0.921, 3.859], [-3.370, -1.011, 1.899], [1.150, 2.640, -1.245], [-7.093, -3.099, 4.659], [-1.308, -2.275, 1.998], [-3.506, 7.432, 5.907], [3.071, 1.956, -6.540], [9.551, -5.003, 3.720], [4.939, -4.924, -8.683], [-1.595, 6.275, 5.754], [-7.271, -1.163, 1.851], [-10.972, 1.848, 3.861], [-0.245, 0.555, -3.940], [-10.471, 2.170, 1.681], [-9.965, 3.790, 3.213], [1.243, 1.647, -5.283], [5.934, -1.180, -0.943], [-9.180, -1.989, 0.900], [4.223, 0.022, -1.868], [5.057, -1.436, -5.938], [3.752, -1.855, -7.769], [1.895, -0.216, -4.182], [-1.813, 5.532, 3.630], [5.179, -3.441, -7.022], [8.327, -4.838, 1.852], [5.840, -0.905, -3.185], [9.373, -3.067, 0.912], [7.464, -3.894, -0.039], [-0.087, 4.774, 4.926], [-8.317, -2.933, 2.790], [-10.428, 2.695, 2.943], [-7.017, -2.860, 3.330], [-0.479, 0.027, 0.250], [6.966, -1.963, -1.510], [-0.257, 2.588, -0.777], [-0.051, 0.838, 2.735], [-1.938, -0.991, 2.380], [-0.836, 1.049, -0.981], [10.036, -3.356, 2.127], [-11.696, 0.903, 3.105], [2.652, 1.601, -5.305], [5.244, -0.634, -1.990], [-8.330, -2.025, 1.774], [2.957, 0.167, -5.032], [8.313, -3.930, 0.836], [4.696, -2.181, -6.835], [3.722, -2.923, -8.695], [7.138, -1.344, -2.855], [4.262, -4.059, -7.896], [0.868, 0.653, -4.430], [-0.583, 1.913, 3.855], [9.627, -4.765, 2.392], [-2.942, 6.331, 3.917], [-1.082, 5.466, 4.784], [-2.478, 7.142, 5.078], [-6.608, -1.451, 3.065], [-10.954, 0.848, 1.814], [-1.246, 0.343, 1.669], [3.506, -4.598, -7.314], [4.350, -2.675, -9.557], [3.923, 0.035, -4.537], [-0.261, 0.627, -1.938], [-0.393, 2.921, 0.361], [2.703, -3.109, -9.046], [-6.952, -0.758, 3.840], [0.358, 2.190, 4.535], [-1.980, 1.011, -1.266], [-0.664, -1.073, -0.167], [-3.791, 5.684, 4.165], [7.830, -0.496, -2.873], [0.853, 1.372, 2.170], [-0.946, 3.329, -1.410], [0.699, 0.092, 0.413], [3.054, 2.295, -4.560], [11.118, -3.250, 2.017], [9.692, -2.662, 2.902], [2.939, -0.449, -5.937], [-5.525, -1.346, 2.956], [-12.738, 1.228, 3.011], [-6.377, -3.610, 2.853], [-10.107, 0.154, 1.842], [6.642, -3.007, -1.562], [7.876, -1.907, -0.907], [-1.951, 8.061, 4.802], [-0.950, 2.945, 3.400], [-3.213, 6.951, 3.058], [-1.395, 1.468, 4.583], [-11.600, 0.580, 0.974], [0.425, -0.114, 3.251], [10.267, -5.515, 1.914]]
}

***

{
  "formula": "C27H32BF2N4Ni",
  "method": "the ωB97M-V functional and the def2-TZVPD basis",
  "energy_ha": -2999.97146,
  "lumo_ev": [-3.07, -3.07],
  "multiplicity": 1,
  "charge": 1,
  "homo_ev": [-10.606, -10.606],
  "elements": ["Ni", "F", "F", "N", "N", "N", "N", "C", "C", "C", "C", "C", "C", "C", "C", "C", "C", "C", "C", "C", "C", "C", "C", "C", "C", "C", "C", "C", "C", "C", "C", "C", "C", "C", "B", "H", "H", "H", "H", "H", "H", "H", "H", "H", "H", "H", "H", "H", "H", "H", "H", "H", "H", "H", "H", "H", "H", "H", "H", "H", "H", "H", "H", "H", "H", "H", "H"],
  "xyz": [[-1.281, -1.984, -0.535], [-0.927, -4.586, -1.684], [-1.544, -4.620, 0.455], [-3.245, -2.169, -0.616], [-1.760, -1.758, 1.670], [0.600, -1.819, -0.779], [-1.251, 0.021, -0.688], [-1.162, 4.863, 0.648], [-2.063, 2.261, -0.594], [-0.771, 2.786, -0.659], [2.872, -2.547, -0.953], [-3.107, -1.822, 1.824], [3.350, -1.241, -1.008], [-3.912, -2.020, 0.671], [2.395, -0.236, -0.942], [1.044, -0.543, -0.827], [-1.015, -1.613, 2.733], [-5.890, -1.963, 2.044], [-2.251, 0.899, -0.606], [-2.891, -1.549, 4.211], [-3.731, -1.713, 3.084], [4.840, -0.977, -1.139], [-5.141, -1.783, 3.169], [0.266, 1.866, -0.736], [5.335, -1.619, -2.443], [1.523, -2.790, -0.843], [-1.538, -1.504, 4.040], [-0.003, 0.501, -0.751], [0.925, 4.662, -0.695], [5.164, 0.515, -1.169], [5.561, -1.615, 0.058], [-0.555, 4.291, -0.643], [-1.264, 4.898, -1.861], [-5.271, -2.088, 0.784], [-1.202, -3.861, -0.595], [-2.337, 4.713, -1.839], [-5.613, -1.698, 4.139], [6.401, -1.430, -2.561], [6.632, -1.433, -0.020], [-1.115, 5.978, -1.872], [-3.603, -1.474, -1.268], [5.189, -2.699, -2.443], [6.242, 0.645, -1.257], [3.544, -3.391, -1.005], [-3.511, -3.065, -1.016], [2.698, 0.796, -0.982], [-2.234, 4.683, 0.706], [-6.967, -2.022, 2.107], [1.164, -3.807, -0.820], [1.023, 5.747, -0.679], [5.213, -1.191, 1.001], [0.057, -1.575, 2.571], [4.818, -1.206, -3.309], [-1.006, 5.941, 0.680], [4.850, 1.019, -0.254], [-0.693, 4.426, 1.530], [1.403, 4.306, -1.609], [-2.926, 2.908, -0.530], [-0.867, 4.492, -2.792], [5.410, -2.693, 0.093], [-3.253, 0.494, -0.531], [-0.867, -1.388, 4.878], [1.287, 2.208, -0.782], [-3.336, -1.467, 5.194], [1.474, 4.272, 0.164], [4.704, 1.014, -2.022], [-5.881, -2.249, -0.097]]
}

***

{
  "formula": "C27H32BF3O2S",
  "method": "the ωB97M-V functional and the def2-TZVPD basis",
  "energy_ha": -1921.27682,
  "lumo_ev": -0.01,
  "multiplicity": 1,
  "homo_ev": -7.949,
  "de_lowest_kcal_mol": 0.0,
  "elements": ["S", "F", "F", "F", "O", "O", "C", "C", "C", "C", "C", "C", "C", "C", "C", "C", "C", "C", "C", "C", "C", "C", "C", "C", "C", "C", "C", "C", "C", "C", "C", "C", "C", "B", "H", "H", "H", "H", "H", "H", "H", "H", "H", "H", "H", "H", "H", "H", "H", "H", "H", "H", "H", "H", "H", "H", "H", "H", "H", "H", "H", "H", "H", "H", "H", "H"],
  "xyz": [[-1.155, -3.641, 0.783], [-6.812, 0.118, -1.466], [-5.704, 2.011, -1.403], [-5.402, 0.624, -3.075], [2.241, 1.417, 0.957], [2.712, 0.189, -0.951], [-2.385, -1.172, 0.400], [-1.503, -1.959, 1.218], [-4.200, 0.438, 0.326], [-2.712, 2.067, -3.105], [-3.775, -1.005, -1.582], [2.744, -0.110, 2.696], [4.517, 1.229, 1.681], [-0.672, -4.062, 2.381], [2.560, -1.826, 0.347], [-1.516, 2.500, -1.051], [-3.109, -0.105, 0.981], [-0.235, -5.431, 2.753], [-0.688, -2.946, 3.207], [0.961, 3.435, -0.210], [1.725, 2.512, -2.385], [3.344, -0.535, 0.139], [-2.601, 2.755, -1.895], [-0.431, 1.749, -1.502], [-1.747, 1.116, -3.439], [4.763, -0.848, -0.301], [-2.714, -1.585, -0.909], [3.234, 0.471, 1.379], [-5.596, 0.684, -1.722], [-4.486, 0.019, -0.971], [-1.186, -1.768, 2.570], [-0.634, 0.927, -2.620], [0.962, 2.151, -1.072], [2.017, 1.214, -0.381], [5.321, -1.337, 0.505], [-4.039, -1.327, -2.586], [3.023, -2.430, 1.147], [2.655, 0.708, 3.424], [4.750, -1.531, -1.159], [-0.992, -6.185, 2.500], [0.680, -5.701, 2.203], [0.463, 4.256, -0.759], [3.472, -0.835, 3.089], [5.305, 0.058, -0.592], [5.259, 0.549, 2.114], [0.121, 0.187, -2.896], [-0.019, -5.482, 3.826], [1.181, 3.304, -2.913], [-1.490, 2.986, -0.077], [1.807, 1.657, -3.064], [4.949, 1.694, 0.792], [-4.810, 1.199, 0.810], [-1.337, -0.822, 3.092], [-3.354, 3.475, -1.585], [4.306, 2.008, 2.420], [-2.851, 0.221, 1.990], [2.573, -2.428, -0.569], [2.736, 2.895, -2.194], [0.454, 3.308, 0.758], [1.516, -1.641, 0.612], [-3.568, 2.253, -3.752], [1.992, 3.770, -0.010], [-0.348, -3.002, 4.240], [-2.148, -2.368, -1.404], [-1.884, 0.519, -4.344], [1.762, -0.594, 2.607]]
}

***

{
  "formula": "C27H32BaN3O9",
  "method": "the ωB97M-V functional and the def2-TZVPD basis",
  "energy_ha": -1914.80881,
  "lumo_ev": 4.23,
  "multiplicity": 1,
  "charge": -3,
  "homo_ev": 1.773,
  "de_lowest_kcal_mol": 20.8,
  "elements": ["Ba", "O", "O", "O", "O", "O", "O", "O", "O", "O", "N", "N", "N", "C", "C", "C", "C", "C", "C", "C", "C", "C", "C", "C", "C", "C", "C", "C", "C", "C", "C", "C", "C", "C", "C", "C", "C", "C", "C", "C", "H", "H", "H", "H", "H", "H", "H", "H", "H", "H", "H", "H", "H", "H", "H", "H", "H", "H", "H", "H", "H", "H", "H", "H", "H", "H", "H", "H", "H", "H", "H", "H"],
  "xyz": [[-0.564, 0.309, 0.074], [-1.485, -5.518, 1.621], [-3.063, -6.933, -0.286], [5.277, -0.644, -1.500], [0.795, -1.785, -4.240], [-1.362, -1.827, -1.125], [0.799, 0.189, -2.320], [-2.539, 0.993, -1.700], [5.224, -2.782, -3.298], [-2.893, -3.228, -3.091], [-0.812, 3.133, 0.062], [1.705, -1.359, 0.797], [1.683, 1.690, 1.421], [1.885, -4.425, 2.397], [-4.709, 0.269, -1.382], [-4.218, 2.707, -1.567], [1.837, -1.622, -3.612], [2.012, 2.622, 3.828], [4.163, -2.111, -3.056], [-2.725, -5.727, -0.471], [-1.720, -3.011, -1.008], [2.051, -2.092, 1.602], [4.173, -1.041, -2.013], [-2.471, 6.651, -3.051], [-1.945, 5.253, -0.962], [1.835, -0.519, -2.469], [3.019, -2.421, -3.785], [3.572, 3.292, 5.667], [-1.614, 5.574, -2.421], [-3.157, -5.040, -1.613], [3.447, 2.896, 4.176], [3.061, -0.231, -1.797], [-1.335, 4.056, -0.369], [-2.617, -3.791, -2.027], [1.829, 2.094, 2.480], [2.421, -5.385, 3.502], [-1.844, -5.002, 0.517], [2.496, -3.037, 2.640], [-1.297, -3.770, 0.151], [-3.823, 1.316, -2.099], [-5.301, 2.791, -1.730], [3.575, -3.088, 2.473], [2.086, -6.407, 3.345], [-1.696, 6.144, -0.378], [2.915, -3.150, -4.574], [-0.548, 5.815, -2.459], [-0.569, -3.346, 0.836], [-3.682, -5.657, -2.331], [-2.070, 6.819, -4.053], [4.028, 1.989, 4.026], [-2.437, 7.660, -2.629], [-3.035, 5.170, -0.910], [1.211, 3.278, 4.163], [-3.509, 6.319, -3.037], [2.225, -2.595, 3.598], [-4.089, 1.156, -3.156], [0.805, -4.456, 2.534], [-5.030, 0.497, -0.355], [3.495, -5.327, 3.682], [-1.729, 4.642, -2.979], [4.608, 3.584, 5.834], [3.295, 0.680, -1.262], [2.855, 4.077, 5.894], [1.937, -5.008, 4.410], [-3.776, 3.391, -2.306], [-4.279, -0.731, -1.404], [-3.827, 2.813, -0.562], [2.162, -4.784, 1.409], [-5.691, 0.202, -1.893], [3.414, 2.389, 6.259], [3.793, 3.724, 3.555], [1.768, 1.662, 4.325]]
}